(1)
C21H24N2O2S | ωB97M-V/def2-TZVPD

Output
Electronic energy, Ha: -1472.83646
Maximum force, hartree/bohr: 0.0127
HOMO, Ha: -0.318
Net charge: 0
Gap between HOMO and LUMO, eV: 9.066
ΔE to the lowest compared entry with this formula, charge and spin, kJ/mol: 74.4

Last column: Mulliken charge in e.
Positions of all 50 atoms, in Å:
C: -1.61 -2.37 1.23  -0.73
S: -1.88 -1.86 -0.49  -0.24
C: -3.11 -0.60 -0.25  0.77
C: -4.37 -0.79 -0.81  -0.48
C: -5.37 0.14 -0.62  -0.57
C: -5.13 1.26 0.15  -0.69
C: -3.88 1.46 0.71  -0.82
C: -2.85 0.56 0.49  0.45
C: -1.53 0.91 1.08  -0.35
O: -1.42 1.22 2.24  -0.62
C: -0.33 0.95 0.13  2.66
C: -0.70 1.44 -1.27  -1.05
C: 0.56 1.57 -2.11  -0.32
C: 1.57 2.48 -1.43  -1.07
N: 1.90 1.95 -0.11  0.42
C: 3.19 1.63 0.15  0.82
O: 4.07 1.84 -0.67  -0.70
C: 3.54 0.96 1.47  -0.59
C: 4.20 -0.39 1.16  -1.32
C: 3.24 -1.27 0.42  0.52
C: 3.19 -1.29 -0.97  -0.04
C: 2.24 -2.07 -1.61  -0.57
C: 1.38 -2.83 -0.83  -0.50
N: 1.42 -2.82 0.50  -0.52
C: 2.32 -2.06 1.10  -0.32
C: 0.74 1.87 0.74  -2.19
H: -0.68 -2.93 1.24  0.39
H: -2.44 -2.99 1.55  0.40
H: -1.52 -1.49 1.86  0.22
H: -4.55 -1.69 -1.38  0.46
H: -6.34 -0.02 -1.06  0.38
H: -5.92 1.98 0.32  0.41
H: -3.68 2.34 1.31  0.47
H: 0.07 -0.06 0.05  -0.77
H: -1.40 0.75 -1.75  0.46
H: -1.19 2.42 -1.20  0.33
H: 0.32 1.97 -3.10  0.43
H: 1.01 0.58 -2.24  0.11
H: 2.50 2.55 -2.00  0.48
H: 1.15 3.49 -1.31  0.35
H: 2.68 0.80 2.12  0.27
H: 4.25 1.60 1.99  0.45
H: 4.51 -0.87 2.09  0.50
H: 5.08 -0.21 0.54  0.38
H: 3.88 -0.68 -1.54  0.41
H: 2.18 -2.11 -2.68  0.48
H: 0.62 -3.45 -1.27  0.44
H: 2.30 -2.09 2.18  0.42
H: 1.00 1.51 1.74  0.39
H: 0.32 2.87 0.85  0.20



(2)
C21H24N2O3 | ωB97M-V/def2-TZVPD

Output
Electronic energy, Ha: -1149.90344
Maximum force, hartree/bohr: 0.0116
HOMO, Ha: -0.312
Net charge: 0
Gap between HOMO and LUMO, eV: 9.243
ΔE to the lowest compared entry with this formula, charge and spin, kJ/mol: 64.0

Last column: Mulliken charge in e.
Positions of all 50 atoms, in Å:
O: -0.86 -0.85 1.75  -0.69
C: 0.10 -0.14 1.94  0.41
C: 0.11 0.98 2.97  -0.81
C: -0.39 2.28 2.33  -0.63
C: 0.48 2.65 1.14  0.58
O: 1.69 2.73 1.25  -0.72
N: -0.12 2.92 -0.05  0.16
C: 0.63 3.65 -1.05  -0.89
C: 0.01 5.04 -1.15  -0.43
O: -1.35 4.97 -1.54  -0.50
C: -2.05 3.88 -1.13  0.10
C: -3.39 3.81 -1.52  -0.65
C: -4.15 2.71 -1.19  -0.48
C: -3.59 1.65 -0.50  -0.92
C: -2.26 1.70 -0.12  -0.04
C: -1.49 2.83 -0.39  0.51
N: 1.25 -0.22 1.23  0.07
C: 1.44 -1.18 0.16  -0.84
C: 2.65 -2.07 0.43  -0.47
C: 2.84 -3.10 -0.69  -1.31
C: 1.70 -4.07 -0.74  0.53
C: 1.61 -5.10 0.19  -0.26
C: 0.54 -5.98 0.18  -0.64
C: -0.46 -5.84 -0.76  -0.42
C: -0.38 -4.82 -1.70  -0.59
C: 0.69 -3.94 -1.68  -0.22
H: 1.12 1.13 3.36  0.29
H: -0.56 0.71 3.79  0.42
H: -1.44 2.21 2.06  0.51
H: -0.27 3.10 3.05  0.35
H: 0.56 3.13 -2.02  0.35
H: 1.67 3.71 -0.74  0.46
H: 0.09 5.54 -0.17  0.27
H: 0.51 5.65 -1.90  0.38
H: -3.79 4.64 -2.08  0.44
H: -5.19 2.68 -1.49  0.37
H: -4.17 0.77 -0.28  0.46
H: -1.82 0.85 0.37  0.37
H: 1.98 0.45 1.39  0.34
H: 0.53 -1.78 0.11  0.45
H: 1.56 -0.65 -0.79  0.25
H: 3.55 -1.44 0.50  0.40
H: 2.51 -2.58 1.38  0.34
H: 3.77 -3.65 -0.50  0.40
H: 2.94 -2.59 -1.65  0.42
H: 2.39 -5.22 0.93  0.39
H: 0.49 -6.77 0.91  0.37
H: -1.29 -6.52 -0.77  0.38
H: -1.16 -4.71 -2.44  0.37
H: 0.74 -3.15 -2.41  0.34



(3)
C21H24N2O3 | ωB97M-V/def2-TZVPD

Output
Electronic energy, Ha: -1149.90584
Maximum force, hartree/bohr: 0.0135
HOMO, Ha: -0.289
Net charge: 0
Gap between HOMO and LUMO, eV: 8.502
ΔE to the lowest compared entry with this formula, charge and spin, kJ/mol: 57.7

Last column: Mulliken charge in e.
Positions of all 50 atoms, in Å:
C: 9.32 -0.40 0.50  -1.43
C: 7.84 -0.76 0.53  -0.27
O: 7.12 0.37 0.09  -0.40
C: 5.76 0.30 0.03  0.68
C: 5.00 -0.81 0.37  -0.48
C: 3.62 -0.76 0.27  -0.51
C: 2.97 0.39 -0.17  0.26
N: 1.57 0.41 -0.28  0.22
C: 0.81 -0.83 -0.35  -1.31
C: -0.58 -0.41 -0.84  0.26
C: -1.69 -1.26 -0.24  0.25
O: -1.53 -1.97 0.73  -0.67
N: -2.87 -1.14 -0.89  -0.15
C: -4.10 -1.72 -0.39  -1.08
C: -5.03 -0.66 0.13  0.70
C: -4.63 0.13 1.20  -0.40
C: -5.46 1.14 1.67  -0.72
C: -6.69 1.36 1.06  -0.58
C: -7.10 0.58 -0.01  0.72
C: -8.44 0.79 -0.65  -1.43
C: -6.26 -0.43 -0.47  -0.62
C: -0.67 1.05 -0.36  -0.67
C: 0.78 1.51 -0.28  0.38
O: 1.13 2.67 -0.21  -0.67
C: 3.74 1.50 -0.50  -0.52
C: 5.11 1.46 -0.40  -0.64
H: 9.51 0.45 1.15  0.33
H: 9.62 -0.13 -0.51  0.33
H: 9.91 -1.25 0.84  0.42
H: 7.54 -1.03 1.55  0.37
H: 7.65 -1.62 -0.13  0.35
H: 5.46 -1.72 0.71  0.38
H: 3.05 -1.64 0.55  0.37
H: 0.71 -1.29 0.64  0.38
H: 1.29 -1.54 -1.03  0.49
H: -0.63 -0.45 -1.94  0.53
H: -2.95 -0.47 -1.63  0.29
H: -3.80 -2.40 0.41  0.35
H: -4.57 -2.30 -1.19  0.40
H: -3.68 -0.05 1.67  0.51
H: -5.15 1.75 2.50  0.40
H: -7.34 2.14 1.43  0.38
H: -9.18 0.13 -0.19  0.29
H: -8.78 1.82 -0.51  0.38
H: -8.40 0.57 -1.71  0.36
H: -6.57 -1.04 -1.31  0.31
H: -1.10 1.10 0.64  0.25
H: -1.25 1.70 -1.02  0.38
H: 3.25 2.41 -0.83  0.42
H: 5.70 2.32 -0.65  0.40



(4)
C21H24N2O4 | ωB97M-V/def2-TZVPD

Output
Electronic energy, Ha: -1225.11153
Maximum force, hartree/bohr: 0.0109
HOMO, Ha: -0.276
Net charge: 0
Gap between HOMO and LUMO, eV: 8.216
ΔE to the lowest compared entry with this formula, charge and spin, kJ/mol: 227.3

Last column: Mulliken charge in e.
Positions of all 51 atoms, in Å:
C: 3.10 -4.64 -3.59  -0.81
O: 1.73 -4.47 -3.82  -0.47
C: 1.09 -3.43 -3.18  0.84
C: 1.70 -2.52 -2.33  -0.39
C: 0.96 -1.51 -1.74  -0.26
C: -0.41 -1.37 -1.99  -0.07
N: -1.12 -0.36 -1.34  0.45
C: -0.60 0.99 -1.43  -0.40
C: -1.49 1.94 -0.61  -1.02
N: -2.08 1.22 0.49  0.19
C: -1.68 1.21 1.77  0.46
O: -2.18 0.48 2.61  -0.69
C: -0.54 2.17 2.17  -0.42
O: -0.49 2.19 3.59  -0.42
C: -1.53 2.77 4.20  0.86
C: -1.47 2.55 5.69  -1.18
O: -2.38 3.39 3.62  -0.57
C: 0.77 1.66 1.65  0.31
C: 1.13 0.34 1.88  -0.33
C: 2.34 -0.14 1.41  -0.92
C: 3.20 0.69 0.71  -0.30
C: 2.85 2.01 0.48  -0.70
C: 1.64 2.50 0.96  0.05
C: -3.03 0.22 0.04  -1.15
C: -2.56 -0.41 -1.29  -0.83
C: -1.00 -2.29 -2.86  -0.34
C: -0.27 -3.30 -3.43  -0.85
H: 3.31 -4.84 -2.53  0.33
H: 3.68 -3.78 -3.91  0.32
H: 3.39 -5.51 -4.18  0.24
H: 2.75 -2.58 -2.10  0.41
H: 1.46 -0.83 -1.07  0.04
H: -0.57 1.34 -2.48  0.35
H: 0.42 1.01 -1.04  0.09
H: -0.90 2.79 -0.26  0.39
H: -2.31 2.33 -1.23  0.44
H: -0.77 3.19 1.82  0.66
H: -0.44 2.51 6.02  0.32
H: -2.02 3.33 6.20  0.35
H: -1.95 1.59 5.90  0.26
H: 0.46 -0.30 2.43  0.49
H: 2.61 -1.17 1.59  0.43
H: 4.14 0.31 0.34  0.44
H: 3.52 2.66 -0.06  0.42
H: 1.38 3.53 0.78  0.41
H: -3.08 -0.54 0.83  0.52
H: -4.02 0.67 -0.07  0.29
H: -3.02 0.13 -2.14  0.35
H: -2.89 -1.44 -1.31  0.55
H: -2.05 -2.21 -3.10  0.45
H: -0.74 -4.01 -4.10  0.42



(5)
C21H24N2O5 | ωB97M-V/def2-TZVPD

Output
Electronic energy, Ha: -1300.31180
Maximum force, hartree/bohr: 0.0293
HOMO, Ha: -0.316
Net charge: 0
Gap between HOMO and LUMO, eV: 8.425
ΔE to the lowest compared entry with this formula, charge and spin, kJ/mol: 343.2

Last column: Mulliken charge in e.
Positions of all 52 atoms, in Å:
C: 3.80 4.01 -0.14  -0.99
C: 2.42 4.50 -0.57  -0.41
O: 1.40 4.13 0.35  -0.48
C: 0.96 2.85 0.39  0.83
C: 1.30 1.84 -0.50  -0.13
C: 0.76 0.57 -0.35  -0.50
C: -0.11 0.28 0.68  -0.46
C: -0.69 -1.11 0.84  -0.04
C: -0.76 -1.57 2.28  -0.51
C: 0.36 -1.62 3.21  0.11
O: 0.19 -1.78 4.41  -0.65
C: 1.72 -1.44 2.68  0.08
C: 2.86 -1.17 3.40  -0.40
C: 3.90 -1.09 2.46  -0.70
C: 3.33 -1.33 1.24  -0.40
O: 2.02 -1.54 1.37  -0.16
C: -2.06 -1.83 2.58  0.31
O: -2.63 -2.25 3.69  -0.58
C: -2.91 -1.56 1.38  0.99
O: -4.12 -1.71 1.35  -0.74
N: -2.08 -1.14 0.41  0.40
C: -2.50 -0.75 -0.91  -1.12
C: -2.08 -1.77 -1.97  -0.42
N: -2.75 -1.53 -3.23  -0.04
C: -2.25 -0.35 -3.91  -0.94
C: -2.70 -2.69 -4.09  -1.01
C: -0.47 1.29 1.56  -0.31
C: 0.06 2.56 1.42  -1.08
H: 3.83 2.93 -0.10  0.29
H: 4.04 4.40 0.84  0.31
H: 4.54 4.36 -0.85  0.36
H: 2.17 4.15 -1.58  0.32
H: 2.39 5.59 -0.57  0.32
H: 1.98 2.02 -1.32  0.38
H: 1.05 -0.20 -1.05  0.64
H: -0.11 -1.81 0.23  0.48
H: 2.92 -1.05 4.46  0.57
H: 4.94 -0.89 2.65  0.48
H: 3.74 -1.37 0.25  0.50
H: -3.59 -2.33 3.51  0.32
H: -3.59 -0.68 -0.90  0.42
H: -2.08 0.24 -1.12  0.27
H: -0.98 -1.75 -2.09  0.20
H: -2.37 -2.76 -1.62  0.44
H: -1.17 -0.43 -4.16  0.31
H: -2.80 -0.22 -4.84  0.39
H: -2.40 0.53 -3.30  0.28
H: -1.68 -2.97 -4.38  0.35
H: -3.16 -3.53 -3.58  0.32
H: -3.27 -2.48 -5.00  0.36
H: -1.15 1.09 2.37  0.55
H: -0.21 3.35 2.10  0.45



(6)
C21H24N2O7S | ωB97M-V/def2-TZVPD

Output
Electronic energy, Ha: -1849.03881
Maximum force, hartree/bohr: 0.0202
HOMO, Ha: -0.333
Net charge: 0
Gap between HOMO and LUMO, eV: 9.236
ΔE to the lowest compared entry with this formula, charge and spin, kJ/mol: 23.1

Last column: Mulliken charge in e.
Positions of all 55 atoms, in Å:
C: -1.31 -1.34 -1.32  -1.38
C: -1.59 -1.26 0.17  0.94
C: -2.90 -1.95 0.59  -0.95
C: -4.15 -1.42 -0.12  -1.14
N: -4.21 0.02 -0.11  -0.04
C: -4.47 0.73 1.00  0.70
O: -4.86 0.26 2.05  -0.66
C: -4.21 2.24 0.82  -0.66
O: -2.81 2.48 0.68  -0.31
C: -2.27 2.36 -0.54  0.59
O: -2.91 2.08 -1.53  -0.73
C: -0.81 2.55 -0.54  0.09
C: -0.12 2.44 -1.75  -0.91
C: 1.25 2.54 -1.79  -0.84
C: 1.97 2.75 -0.62  0.47
N: 3.35 2.81 -0.63  -0.27
S: 4.28 2.12 0.61  1.19
O: 4.11 2.87 1.81  -0.65
O: 5.58 1.99 0.04  -0.71
C: 3.50 0.52 0.78  0.16
C: 2.69 0.25 1.86  -0.24
C: 2.03 -0.97 1.93  -0.50
C: 2.19 -1.90 0.91  0.38
C: 3.05 -1.64 -0.16  0.12
C: 3.69 -0.40 -0.23  -0.74
O: 3.28 -2.55 -1.15  -0.45
C: 2.89 -3.86 -0.80  -0.52
C: 1.49 -3.84 -0.18  -0.21
O: 1.49 -3.07 1.00  -0.47
C: 1.29 2.90 0.59  -0.56
C: -0.09 2.80 0.63  -0.18
H: -2.01 -0.73 -1.89  0.42
H: -0.31 -0.97 -1.53  0.26
H: -1.38 -2.37 -1.68  0.35
H: -0.78 -1.74 0.72  -0.06
H: -1.62 -0.22 0.48  -0.22
H: -2.82 -3.03 0.40  0.46
H: -3.03 -1.81 1.66  0.38
H: -5.03 -1.81 0.39  0.38
H: -4.17 -1.75 -1.16  0.43
H: -3.87 0.52 -0.93  0.35
H: -4.74 2.61 -0.06  0.36
H: -4.51 2.77 1.72  0.32
H: -0.69 2.26 -2.65  0.48
H: 1.78 2.44 -2.73  0.35
H: 3.79 2.71 -1.53  0.30
H: 2.59 0.98 2.65  0.54
H: 1.38 -1.21 2.75  0.52
H: 4.35 -0.19 -1.05  0.49
H: 2.91 -4.44 -1.72  0.38
H: 3.60 -4.29 -0.08  0.29
H: 1.16 -4.84 0.10  0.38
H: 0.78 -3.40 -0.90  0.02
H: 1.85 3.10 1.49  0.75
H: -0.62 2.90 1.56  0.56



(7)
C21H24N2OP2STl | ωB97M-V/def2-TZVPD

Output
Electronic energy, Ha: -2252.45055
Maximum force, hartree/bohr: 0.0999
HOMO, Ha: -0.361
Net charge: +1
Gap between HOMO and LUMO, eV: 3.379

Last column: Mulliken charge in e.
Positions of all 52 atoms, in Å:
C: -1.02 -3.23 -2.45  -0.63
C: -0.22 -2.24 -1.86  0.38
C: -0.64 -0.86 -1.96  0.07
C: -1.97 -0.54 -2.47  0.94
C: -2.73 -1.59 -3.06  -1.13
C: -2.25 -2.90 -3.05  -0.46
C: -2.50 0.77 -2.21  -0.71
C: -1.53 1.82 -2.05  0.88
C: -0.21 1.45 -1.57  0.08
C: 0.67 2.47 -1.06  0.40
C: 0.31 3.82 -1.19  -0.63
C: -0.93 4.17 -1.77  -0.47
C: -1.83 3.20 -2.19  -1.13
H: -0.68 -4.27 -2.39  0.42
H: -3.64 -1.33 -3.60  0.47
H: -2.83 -3.70 -3.50  0.43
H: -3.57 1.00 -2.43  0.59
H: 1.00 4.59 -0.80  0.43
H: -1.16 5.23 -1.87  0.43
H: -2.76 3.48 -2.70  0.46
N: 0.15 0.13 -1.44  -0.11
Tl: -1.28 0.00 0.75  0.90
C: 1.02 -2.56 -1.07  -1.33
H: 1.83 -1.87 -1.31  0.35
H: 1.34 -3.59 -1.24  0.64
C: 1.92 2.05 -0.32  -1.44
H: 2.46 1.28 -0.88  0.34
H: 2.57 2.91 -0.14  0.62
P: 0.64 -2.29 0.74  0.87
P: 1.38 1.27 1.29  1.22
C: 1.09 2.82 2.25  -1.43
H: 0.84 2.54 3.27  0.42
H: 1.98 3.47 2.26  0.44
H: 0.25 3.39 1.85  0.31
C: 3.02 0.77 1.97  -1.39
H: 3.73 1.61 2.05  0.46
H: 2.84 0.34 2.96  0.39
H: 3.46 -0.01 1.34  0.26
C: -0.42 -3.76 1.04  -1.32
H: 0.05 -4.71 0.71  0.39
H: -0.60 -3.80 2.13  0.42
H: -1.39 -3.65 0.54  0.31
C: 2.21 -2.76 1.53  -1.27
H: 2.06 -2.67 2.62  0.37
H: 2.54 -3.79 1.29  0.45
H: 3.01 -2.07 1.25  0.27
C: -2.12 2.11 3.21  0.16
O: -2.76 2.53 4.10  -0.20
H: -2.59 0.61 -1.11  -0.02
S: -0.70 -0.53 5.58  -0.37
C: -0.18 -0.56 4.06  -0.04
N: 0.15 -0.56 2.90  -0.49



(8)
C21H24N4O4S | ωB97M-V/def2-TZVPD

Output
Electronic energy, Ha: -1732.80299
Maximum force, hartree/bohr: 0.0261
HOMO, Ha: -0.286
Net charge: 0
Gap between HOMO and LUMO, eV: 8.244
ΔE to the lowest compared entry with this formula, charge and spin, kJ/mol: 197.7

Last column: Mulliken charge in e.
Positions of all 54 atoms, in Å:
C: -2.43 -1.19 -2.70  -1.45
C: -2.78 -0.38 -1.51  0.32
O: -4.08 -0.25 -1.18  -0.38
C: -4.14 0.50 -0.07  -1.00
C: -2.90 0.87 0.34  -0.68
C: -1.99 0.30 -0.61  1.34
C: -0.56 0.38 -0.68  0.12
N: 0.16 -0.34 -1.51  -0.36
N: 1.45 -0.02 -1.36  -0.68
C: 1.51 0.89 -0.43  0.38
S: 2.98 1.63 0.16  -0.22
C: 4.17 0.65 -0.79  -0.57
C: 4.11 -0.86 -0.53  0.57
O: 4.56 -1.63 -1.35  -0.67
N: 3.62 -1.22 0.67  -0.05
C: 3.23 -2.58 0.95  -1.70
C: 1.75 -2.76 0.67  0.77
C: 1.34 -3.27 -0.55  -0.57
C: -0.01 -3.42 -0.86  -0.75
C: -0.92 -3.02 0.09  0.99
C: -0.51 -2.48 1.30  0.60
C: 0.82 -2.33 1.62  -0.84
O: -1.61 -2.15 2.05  -0.53
C: -2.72 -2.62 1.32  -0.28
O: -2.29 -3.08 0.06  -0.49
N: 0.27 1.19 0.06  0.70
C: -0.01 2.20 1.04  -1.85
C: -0.63 3.46 0.42  1.39
C: -0.99 4.44 1.53  -1.69
C: 0.35 4.09 -0.57  -1.54
H: -2.61 -2.24 -2.49  0.21
H: -3.06 -0.91 -3.55  0.48
H: -1.38 -1.05 -2.93  0.29
H: -5.11 0.70 0.34  0.46
H: -2.68 1.45 1.21  0.48
H: 5.15 1.03 -0.52  0.47
H: 3.99 0.82 -1.85  0.33
H: 3.19 -0.50 1.24  0.30
H: 3.45 -2.80 2.00  0.42
H: 3.82 -3.22 0.30  0.45
H: 2.08 -3.55 -1.28  0.37
H: -0.33 -3.81 -1.81  0.47
H: 1.12 -1.92 2.56  0.49
H: -3.45 -1.80 1.19  0.18
H: -3.20 -3.44 1.86  0.30
H: 0.93 2.46 1.53  0.69
H: -0.68 1.78 1.80  0.30
H: -1.54 3.18 -0.12  0.18
H: -1.44 5.34 1.10  0.42
H: -1.69 4.00 2.23  0.37
H: -0.10 4.74 2.08  0.37
H: -0.09 4.99 -1.00  0.46
H: 1.28 4.35 -0.08  0.31
H: 0.57 3.41 -1.39  0.33